C6H24N2O6 | ωB97M-V/def2-TZVPD

```
38
Properties=species:S:1:pos:R:3:forces:R:3:nbo_charge:R:1
O 1.515 0.806 -2.278 0.438 0.962 0.479 -0.939
O -1.370 -1.060 -2.406 0.264 0.850 -1.156 -1.006
O -0.678 -2.876 -0.447 0.083 -0.314 0.195 -1.001
O 1.768 -3.513 -0.312 2.165 0.713 -1.645 -0.968
O -2.447 0.296 2.013 -1.350 -1.514 0.906 -0.960
O 0.865 -2.176 -3.015 0.789 0.136 -1.603 -0.980
N -0.904 1.479 -0.477 0.542 0.653 0.758 -0.849
N 1.181 -1.531 1.834 -1.200 -0.963 0.923 -0.478
C 0.991 -0.186 1.504 -1.429 1.142 3.032 -0.018
C -0.332 3.788 -0.214 -0.353 -0.033 -3.198 -0.648
C 0.323 0.785 2.211 2.820 -0.652 -1.107 -0.259
C 0.164 2.370 0.180 -2.595 -0.611 -1.256 -0.062
C 0.214 2.183 1.677 0.233 1.175 0.639 -0.450
C 0.354 -2.138 2.604 -0.304 0.098 -0.191 -0.004
H 1.045 2.899 1.956 -0.495 -1.024 0.371 0.230
H -1.065 -3.601 -0.946 -0.219 -0.206 0.030 0.473
H 2.080 -2.861 0.344 -0.170 -0.089 0.101 0.509
H -1.499 0.302 2.089 0.308 0.525 -0.481 0.471
H 0.372 -3.200 2.690 0.941 -0.883 0.004 0.167
H -2.821 1.068 1.617 0.451 0.739 -0.529 0.483
H 0.209 -3.250 -0.160 -0.640 0.556 -0.595 0.510
H -0.530 -1.829 3.197 0.405 1.118 -0.699 0.166
H 1.118 2.111 -0.313 -0.079 0.507 0.609 0.192
H -1.161 -1.680 -1.705 -0.488 -0.184 0.833 0.500
H -0.802 4.544 0.395 0.600 -0.141 1.298 0.230
H -1.180 3.696 -0.968 0.789 -0.476 0.835 0.222
H 0.398 4.252 -0.892 0.215 0.347 0.665 0.209
H -2.278 -0.777 -2.398 -0.466 -0.135 0.449 0.483
H 1.043 0.243 -2.875 -0.404 -0.749 -0.430 0.485
H -0.715 0.495 -0.400 0.306 -0.423 0.428 0.368
H 0.066 0.704 3.262 -0.318 -0.577 -0.143 0.227
H -0.670 2.603 2.199 0.192 0.081 -0.704 0.219
H 1.563 0.054 0.672 0.391 0.691 -1.902 0.206
H 0.180 -1.750 -3.573 0.359 -0.570 1.008 0.496
H -0.823 1.614 -1.475 -0.208 0.249 -0.135 0.340
H 2.260 -3.238 -1.165 -1.271 -0.739 1.842 0.505
H 0.526 -2.276 -2.134 -0.552 0.084 0.492 0.475
H 1.038 1.649 -2.290 0.250 -0.343 -0.122 0.456
```
Positions in Å, forces in eV/Å.

Output
E, eV: -21874.158
Energy above the lowest of the compared OMol25 structures with the same formula, charge and spin, eV: 1.4034
SMILES string: C=N/C=C/C[C@H](C)N.O.O.O.O.O.O
F_max, eV/Å: 3.54